# C14H12FIIrN2S

A molecular structure, C14H12FIIrN2S (wB97M-V/def2-TZVPD, OMol25).

The geometry in XYZ format:
```
32
Properties=species:S:1:pos:R:3:forces:R:3:lowdin_spin:R:1
Ir -0.75928 0.42776 -1.47001 0.424 1.275 0.357 2.5903
S -0.43446 -0.29102 0.77446 -0.177 -0.240 0.000 0.2781
C -2.10290 -0.57637 1.23805 -0.134 0.185 0.091 0.0502
C -2.39418 -1.11574 2.50138 0.046 -0.009 -0.017 0.0154
C -3.70935 -1.30816 2.86402 -0.048 0.020 -0.076 0.0030
C -4.71812 -0.96147 1.96749 0.053 -0.013 0.056 0.0101
C -4.33672 -0.43734 0.74611 -0.010 -0.046 0.040 0.0024
N -3.07095 -0.24543 0.37997 -0.124 -0.076 0.077 0.0442
H -1.58104 -1.37192 3.16695 -0.005 -0.004 0.003 0.0032
H -3.95277 -1.72458 3.83418 0.005 0.002 0.002 0.0000
H -5.76447 -1.09289 2.20684 0.000 -0.006 0.011 0.0008
H -5.08977 -0.15396 0.01693 0.030 0.005 -0.025 0.0000
C 1.26116 1.43532 -1.71337 -0.108 0.174 0.044 0.2025
C 2.27544 0.67053 -1.02006 -0.112 -0.021 -0.038 0.0344
C 2.81862 -0.50442 -1.58056 0.017 -0.042 -0.053 0.0451
C 3.75747 -1.25163 -0.90853 0.030 -0.031 -0.001 -0.0014
C 4.19708 -0.86427 0.36332 0.028 -0.008 0.030 0.0531
C 3.65842 0.28797 0.94371 0.004 0.017 0.020 -0.0036
C 2.71950 1.03392 0.26680 0.006 -0.002 0.046 0.0447
C 5.18362 -1.63276 1.06148 -0.066 0.040 -0.033 0.0107
N 5.98033 -2.24531 1.62583 0.014 -0.008 0.000 0.0287
H 1.32296 1.41334 -2.79892 0.020 -0.083 -0.020 0.0117
H 1.11030 2.44411 -1.33422 0.109 -0.009 0.002 0.0088
H 2.45742 -0.82822 -2.54898 -0.014 0.002 0.015 0.0021
H 4.16176 -2.15238 -1.35340 -0.016 0.008 -0.018 -0.0013
H 3.98674 0.58727 1.93125 -0.005 0.007 -0.003 -0.0014
H 2.30184 1.91948 0.73087 0.002 -0.002 0.002 0.0021
I -1.42546 3.40982 -3.43411 0.024 -0.075 0.009 0.0633
C -2.14643 1.94346 -2.00945 -0.119 -0.186 0.116 0.2074
H -2.42856 2.54403 -1.14621 0.026 -0.067 0.027 0.0277
H -3.05013 1.55464 -2.47307 -0.023 -0.030 -0.011 0.0281
F -0.22809 -0.91380 -2.82872 0.125 -0.775 -0.654 0.2395
```
Positions in Å, forces in eV/Å.

- Molar mass: 578.5 g mol⁻¹
- Total charge: -1
- Orbital gap (spin up / spin down): 5.866 / 7.146 eV
- Energy above the lowest of the compared OMol25 structures with the same formula, charge and spin: 0.101 eV
- Max |F|: 1.39 eV/Å
- Electronic energy: -42184.1042 eV
- HOMO level (spin up / spin down): -3.3 / -5.4 eV
- Spin multiplicity: 5
- <S²>: 6.024